Below is one molecule with the formula FNO3S at a distorted geometry, with properties calculated with the ωB97M-V functional and the def2-TZVPD basis.

- HOMO level: -11.341 eV
- Electronic energy: -21181.758 eV
- Relative energy (zero: lowest compared OMol25 entry of this formula, charge and spin): 2.0 kJ/mol
- Kohn-Sham gap: 10.6 eV
- Charge: 0

Last column: Löwdin charge in e.
Geometry (Å):
N  -1.325  -0.235  -0.419  -0.070
O  -2.337  0.053  0.098  0.089
O  2.196  0.926  0.318  -0.359
O  -0.207  0.438  0.127  -0.333
F  1.409  -1.430  0.199  -0.320
S  1.353  0.111  -0.465  0.994

=====

Below is one molecule with the formula FNO3S at a distorted geometry, with properties calculated with the ωB97M-V functional and the def2-TZVPD basis.

- HOMO level: -11.001 eV
- Electronic energy: -21179.366 eV
- Relative energy (zero: lowest compared OMol25 entry of this formula, charge and spin): 232.7 kJ/mol
- Kohn-Sham gap: 10.0 eV
- Charge: 0

Last column: Löwdin charge in e.
Geometry (Å):
N  -1.553  -0.694  -0.125  -0.098
O  -0.340  -0.706  -0.619  -0.260
O  -1.630  0.024  0.789  -0.028
O  0.856  1.802  -0.444  -0.476
F  1.968  -0.684  -0.009  -0.311
S  0.699  0.257  0.408  1.172

=====

Below is FNO4S2Sn as an isolated structure at a distorted geometry, with properties calculated with the ωB97M-V functional and the def2-TZVPD basis.

- HOMO level (spin up / spin down): -21.309 / -21.474 eV
- Electronic energy: -39872.135 eV
- Relative energy (zero: lowest compared OMol25 entry of this formula, charge and spin): 0.0 kJ/mol
- Kohn-Sham gap (spin up / spin down): 7.5 / 7.7 eV
- Charge: +2

Last column: Löwdin charge in e.
Geometry (Å):
Sn  1.591  -1.980  -0.042  1.701
F  -0.267  -1.521  -0.111  -0.413
N  -0.339  1.093  0.233  -0.149
S  -1.361  -0.205  0.138  0.721
O  -1.898  -0.472  1.428  -0.086
O  -2.068  -0.152  -1.094  -0.077
S  1.213  1.174  0.249  0.936
O  1.134  2.113  -0.882  -0.079
O  1.994  -0.049  0.081  -0.554

=====

Below is H10IMnO5 as an isolated structure at a distorted geometry, with properties calculated with the ωB97M-V functional and the def2-TZVPD basis.

- <S²>: 8.753
- HOMO level (spin up / spin down): -11.009 / -11.029 eV
- Electronic energy: -49817.543 eV
- Relative energy (zero: lowest compared OMol25 entry of this formula, charge and spin): 31.7 kJ/mol
- Spin multiplicity: 6
- Kohn-Sham gap (spin up / spin down): 7.3 / 7.3 eV
- Charge: +1

Last column: Löwdin charge in e.
Geometry (Å):
Mn  -0.194  0.299  -0.116  0.481
I  -2.543  1.680  -0.842  -0.011
O  1.091  1.366  -1.427  -0.086
H  0.953  1.516  -2.376  0.102
H  1.902  1.848  -1.205  0.101
O  1.472  -0.824  0.669  -0.053
H  1.938  -1.405  0.049  0.095
H  2.082  -0.702  1.412  0.104
O  -0.397  -1.078  -1.617  -0.109
H  0.214  -1.518  -2.228  0.106
H  -1.239  -1.559  -1.690  0.099
O  -1.488  -1.220  0.992  -0.103
H  -2.375  -1.133  1.374  0.087
H  -1.211  -2.130  1.176  0.086
O  0.055  1.373  1.660  -0.099
H  -0.359  1.144  2.506  0.102
H  0.100  2.343  1.663  0.101

=====

Below is a 6-piece molecular cluster, H10IO5 overall, with properties calculated with the ωB97M-V functional and the def2-TZVPD basis.

- HOMO level: -3.962 eV
- Electronic energy: -18503.154 eV
- Relative energy (zero: lowest compared OMol25 entry of this formula, charge and spin): 113.5 kJ/mol
- Kohn-Sham gap: 7.0 eV
- Charge: -1

Last column: Löwdin charge in e.
Geometry (Å):
I  8.116  1.338  -22.893  -0.947
O  8.690  0.958  -17.613  -0.065
H  9.182  0.138  -17.570  0.023
H  8.374  1.000  -18.516  0.028
O  11.197  -3.481  -23.661  -0.058
H  11.276  -4.053  -24.424  0.020
H  10.648  -2.756  -23.960  0.034
O  4.228  4.086  -20.307  -0.063
H  4.996  3.640  -20.665  0.028
H  3.482  3.627  -20.693  0.023
O  3.086  2.443  -25.232  -0.063
H  3.439  2.587  -26.109  0.025
H  3.856  2.285  -24.686  0.031
O  9.231  4.572  -26.838  -0.065
H  10.185  4.620  -26.911  0.022
H  9.068  3.759  -26.360  0.027

=====

Below is H10LiO5 as an isolated structure at a distorted geometry, with properties calculated with the ωB97M-V functional and the def2-TZVPD basis.

- HOMO level: -15.806 eV
- Electronic energy: -10599.651 eV
- Relative energy (zero: lowest compared OMol25 entry of this formula, charge and spin): 226.6 kJ/mol
- Kohn-Sham gap: 12.2 eV
- Charge: +1

Last column: Löwdin charge in e.
Geometry (Å):
Li  -0.066  0.106  -0.148  0.706
O  -1.588  0.426  -1.097  -0.109
H  -2.072  -0.350  -0.504  0.169
H  -1.666  0.487  -1.978  -0.003
O  0.625  2.278  -0.161  -0.005
H  1.348  2.537  -0.754  0.083
H  0.800  2.681  0.605  -0.017
O  1.412  -0.629  0.971  -0.139
H  2.334  -0.776  0.751  0.067
H  1.291  -1.345  1.680  0.117
O  -0.062  -1.592  -1.471  -0.148
H  0.291  -1.415  -2.398  0.105
H  0.473  -2.256  -0.893  0.112
O  -0.872  -0.342  1.661  -0.098
H  -1.621  0.009  1.216  0.006
H  -0.631  0.183  2.518  0.154

=====

Below is H10LiO5 as an isolated structure at a distorted geometry, with properties calculated with the ωB97M-V functional and the def2-TZVPD basis.

- HOMO level: -15.332 eV
- Electronic energy: -10599.890 eV
- Relative energy (zero: lowest compared OMol25 entry of this formula, charge and spin): 203.6 kJ/mol
- Kohn-Sham gap: 11.7 eV
- Charge: +1

Last column: Löwdin charge in e.
Geometry (Å):
Li  -0.112  0.017  0.206  0.720
O  -0.396  1.697  -1.384  -0.186
H  -1.080  1.763  -2.149  0.108
H  0.615  1.723  -1.771  0.122
O  -1.836  0.610  1.024  -0.078
H  -2.601  0.035  1.077  0.064
H  -1.961  1.140  1.825  0.083
O  1.941  0.883  0.402  -0.085
H  2.380  1.496  0.946  0.031
H  2.426  1.020  -0.511  0.127
O  -0.446  -1.405  -1.477  0.042
H  0.347  -1.579  -1.776  -0.024
H  -0.844  -2.046  -0.967  0.020
O  0.546  -1.454  1.607  -0.188
H  1.388  -1.837  1.242  0.075
H  -0.362  -2.067  1.712  0.169

=====

Below is H10MgO13S2 as an isolated structure at a distorted geometry, with properties calculated with the ωB97M-V functional and the def2-TZVPD basis.

- HOMO level: -0.817 eV
- Electronic energy: -53899.855 eV
- Relative energy (zero: lowest compared OMol25 entry of this formula, charge and spin): 159.9 kJ/mol
- Kohn-Sham gap: 4.4 eV
- Charge: -2

Last column: Löwdin charge in e.
Geometry (Å):
Mg  0.029  -0.039  0.659  0.452
S  0.974  -2.650  -1.110  0.236
O  -0.008  -3.688  -0.679  -0.468
O  1.093  -2.639  -2.572  -0.399
O  0.466  -1.326  -0.619  -0.446
O  2.285  -2.908  -0.505  -0.442
S  0.309  2.755  -0.949  0.242
O  -0.110  3.642  0.169  -0.455
O  1.669  3.083  -1.418  -0.413
O  0.339  1.358  -0.447  -0.428
O  -0.689  2.857  -2.022  -0.414
O  -0.399  -1.437  2.104  -0.019
H  -0.841  -2.267  1.879  0.097
H  -0.157  -1.523  3.029  0.083
O  -0.498  -0.022  -3.081  -0.084
H  -0.249  0.043  -2.139  -0.011
H  -1.162  0.665  -3.190  0.000
O  -1.922  -0.233  0.019  -0.012
H  -2.293  0.524  -0.457  0.099
H  -2.664  -0.613  0.500  0.081
O  -0.850  1.329  1.991  -0.037
H  -0.414  1.996  2.530  0.086
H  -1.766  1.611  1.937  0.076
O  1.918  -0.100  1.353  -0.009
H  2.224  -0.730  2.011  0.078
H  2.717  0.313  1.006  0.108